The following is a DFT calculation (the ωB97M-V functional and the def2-TZVPD basis) of a structure of composition C4H10N2O in a non-equilibrium geometry.

```
17
Properties=species:S:1:pos:R:3:forces:R:3:lowdin_charge:R:1
O -2.704 -0.177 0.038 -1.82 -0.78 -0.46 0.292
N 0.897 -1.568 1.134 1.85 -2.78 1.69 0.167
N 1.965 -0.002 -0.143 0.48 -1.06 1.25 -0.185
C -3.808 0.030 -0.138 2.09 2.75 0.85 0.093
C 0.825 -0.447 0.585 -1.70 1.97 -1.09 -0.077
C 2.371 -0.660 -1.143 2.82 3.29 -0.46 0.185
C 2.405 1.336 0.221 -1.34 1.96 0.43 0.013
H 2.207 -1.629 -1.330 -1.54 -3.44 -0.48 0.085
H -4.719 -0.881 -0.724 -1.17 -1.84 -1.66 0.071
H 1.987 1.959 -0.593 -0.36 0.30 1.06 0.127
H 2.035 1.540 1.281 0.15 0.03 -1.73 0.135
H 3.101 -0.181 -1.793 -0.13 0.08 0.05 0.144
H -4.491 0.927 -0.056 -0.02 -1.00 -0.07 0.217
H 3.442 1.630 0.194 0.75 -1.22 -0.08 0.110
H -5.028 -1.357 -1.378 0.70 0.92 1.31 0.307
H 0.089 -2.021 1.558 0.08 0.46 0.01 0.138
H 1.794 -2.073 1.360 -0.83 0.34 -0.62 0.178
```
Forces are in eV/Å.

Calculated values
total energy: -9313.726 eV
relative energy (zero: lowest compared OMol25 entry of this formula, charge and spin): 443.73 kJ/mol
HOMO: -16.61 eV
net charge: +2
gap between HOMO and LUMO: 6.0 eV
E_LUMO: -0.392 hartree